Entry 1:
Computed, not measured: an isolated molecule of C5H9NS, with ωB97M-V/def2-TZVPD.

Calculated values
HOMO-LUMO gap, eV: 8.96
Energy above the lowest of the compared OMol25 structures with the same formula, charge and spin, kJ/mol: 239.9
SMILES: CC(C)N=C=CS
Strongest force on any atom, hartree/bohr: 0.09783
LUMO level, eV: 0.54
Total energy, eV: -17653.707

Last column: Löwdin charge in e.
Atoms and positions in Å:
C -0.275 0.178 1.137  -0.0542
C -0.865 -0.333 -0.168  -0.4240
C -0.580 -1.936 -0.226  -0.0489
N -0.389 0.280 -1.347  0.1111
C 0.487 1.101 -1.617  -0.2070
C 1.548 1.660 -2.077  -0.4603
S 1.902 3.518 -2.061  0.6108
H 0.719 -0.172 1.081  0.0696
H -0.329 1.273 1.200  0.0975
H -0.813 -0.251 1.837  0.0219
H -1.962 -0.314 -0.106  0.1317
H -0.837 -2.338 -1.249  0.0860
H -1.021 -2.443 0.642  0.0674
H 0.501 -2.118 -0.011  0.0716
H 2.488 1.047 -2.040  0.0787
H 2.515 3.672 -3.291  -0.1518



Entry 2:
Computed, not measured: a structure of composition C5H9NS, with ωB97M-V/def2-TZVPD.

Calculated values
HOMO-LUMO gap, eV: 9.22
Energy above the lowest of the compared OMol25 structures with the same formula, charge and spin, kJ/mol: 638.9
Strongest force on any atom, hartree/bohr: 0.13925
LUMO level, eV: 0.93
Total energy, eV: -17649.572

Last column: Löwdin charge in e.
Atoms and positions in Å:
C -0.139 0.606 -2.166  -0.1542
C 0.457 -0.655 -0.068  -0.3899
C 1.500 -0.490 1.016  -0.3815
C -1.336 -0.211 1.403  -0.3755
C -0.596 0.428 0.156  -0.3277
H 0.314 1.632 -1.818  0.0988
H 0.354 0.259 -3.266  0.1372
H -1.230 0.732 -2.597  0.1125
H 0.201 -1.624 0.376  0.1152
H 2.310 0.396 0.731  0.1352
H 2.070 -1.282 1.308  0.0156
H -1.545 -1.345 1.371  0.0882
H -2.216 0.334 2.152  0.1385
H -0.076 1.460 0.149  0.1522
N -0.325 -0.213 -1.094  -0.1469
S 0.257 -0.029 2.347  0.7823



Entry 3:
Computed, not measured: an isolated molecule of C5H9NS, with ωB97M-V/def2-TZVPD.

Calculated values
HOMO-LUMO gap (alpha / beta), eV: 6.89 / 7.07
Energy above the lowest of the compared OMol25 structures with the same formula, charge and spin, kJ/mol: 218.5
Spin multiplicity: 3
Strongest force on any atom, hartree/bohr: 0.12907
LUMO level (alpha / beta), eV: 0.90 / -1.54
Total energy, eV: -17650.077

Last column: Löwdin charge in e.
Atoms and positions in Å:
C 0.774 -0.421 1.549  0.0101
C -1.408 0.153 1.924  -0.3886
C -0.033 -0.002 -0.740  -0.8270
C 0.752 1.208 -1.067  -0.1487
C 0.262 -1.177 -1.526  -0.1535
N -0.158 -0.094 2.207  -0.0943
S -1.581 0.315 -0.115  0.8534
H 1.755 -0.371 2.002  0.0671
H -2.260 -0.581 2.235  0.1158
H -1.718 1.124 2.319  0.0716
H 0.422 1.863 -0.252  0.0634
H 0.312 1.696 -1.997  0.1134
H 1.765 0.982 -1.195  0.0548
H 0.373 -2.132 -1.003  0.0742
H 1.225 -0.970 -2.109  0.1026
H -0.482 -1.593 -2.233  0.0857